Formula: C18H43Cl2N8O2P2
Source: OMol25
Level of theory: ωB97M-V with the def2-TZVPD basis set

Its max |F| is 5.58 eV/A. The total charge is +1. Its LUMO energy is -2.986 eV. For the HOMO-LUMO gap, the calculation gives 0.2563 Eh.

Bonds (Å) are listed after each position.
Positions of all 75 atoms, in Å:
1 C 2.309 0.868 -0.982  C2 1.488, H11 1.089, H12 1.095, H13 1.086
2 C 2.227 1.162 -2.439  C1 1.488, Cl3 1.738, C4 1.339
3 Cl 0.711 1.865 -2.917  C2 1.738
4 C 3.185 0.942 -3.349  C2 1.339, Cl5 1.727, C6 1.468
5 Cl 4.689 0.220 -2.905  C4 1.727
6 C 3.087 1.284 -4.773  C4 1.468, C7 1.359, N10 1.376
7 C 4.123 1.695 -5.549  C6 1.359, N8 1.375, H14 1.075
8 N 3.597 1.935 -6.797  C7 1.375, C9 1.320, H15 1.010
9 C 2.301 1.683 -6.802  N8 1.320, N10 1.326, H16 1.077
10 N 1.971 1.289 -5.580  C6 1.376, C9 1.326, H17 1.011
11 H 1.507 0.211 -0.651  C1 1.089
12 H 2.193 1.819 -0.451  C1 1.095
13 H 3.285 0.485 -0.699  C1 1.086
14 H 5.158 1.838 -5.292  C7 1.075
15 H 4.077 2.247 -7.629  N8 1.010
16 H 1.587 1.781 -7.602  C9 1.077
17 H 1.037 1.052 -5.275  N10 1.011
18 O 2.287 1.376 2.484  P19 1.488
19 P 1.472 1.807 3.653  O18 1.488, N20 1.708, N23 1.703, N26 1.715
20 N 2.205 3.284 4.099  P19 1.708, C21 1.452, C22 1.460
21 C 2.323 3.789 5.455  N20 1.452, H29 1.097, H30 1.090, H31 1.087
22 C 2.227 4.307 3.058  N20 1.460, H32 1.098, H33 1.092, H34 1.089
23 N 1.841 0.578 4.773  P19 1.703, C24 1.453, C25 1.460
24 C 2.049 0.803 6.193  N23 1.453, H35 1.096, H36 1.093, H37 1.088
25 C 2.721 -0.491 4.312  N23 1.460, H38 1.097, H39 1.085, H40 1.092
26 N -0.064 2.068 4.369  P19 1.715, C27 1.490, C28 1.477
27 C -0.976 0.914 4.133  N26 1.490, H41 1.094, H42 1.089, H43 1.086
28 C -0.798 3.261 3.900  N26 1.477, H44 1.094, H45 1.088, H46 1.089
29 H 1.370 3.896 5.989  C21 1.097
30 H 2.795 4.771 5.439  C21 1.090
31 H 2.984 3.165 6.051  C21 1.087
32 H 1.233 4.695 2.800  C22 1.098
33 H 2.664 3.902 2.143  C22 1.092
34 H 2.842 5.154 3.360  C22 1.089
35 H 3.059 1.171 6.405  C24 1.096
36 H 1.928 -0.138 6.735  C24 1.093
37 H 1.317 1.493 6.608  C24 1.088
38 H 3.770 -0.173 4.267  C25 1.097
39 H 2.429 -0.848 3.330  C25 1.085
40 H 2.650 -1.339 4.997  C25 1.092
41 H -1.187 0.772 3.069  C27 1.094
42 H -1.918 1.082 4.653  C27 1.089
43 H -0.543 -0.004 4.519  C27 1.086
44 H -0.920 3.286 2.813  C28 1.094
45 H -0.306 4.179 4.218  C28 1.088
46 H -1.787 3.272 4.355  C28 1.089
47 O -2.443 -2.531 0.184  P48 1.482
48 P -2.942 -2.738 -1.197  O47 1.482, N49 1.705, N52 1.717, N55 1.715
49 N -2.068 -4.103 -1.724  P48 1.705, C50 1.450, C51 1.463
50 C -1.618 -4.340 -3.081  N49 1.450, H58 1.098, H59 1.090, H60 1.089
51 C -2.250 -5.307 -0.912  N49 1.463, H61 1.097, H62 1.090, H63 1.089
52 N -2.372 -1.304 -1.950  P48 1.717, C53 1.446, C54 1.455
53 C -1.827 -1.248 -3.288  N52 1.446, H64 1.100, H65 1.097, H66 1.089
54 C -1.676 -0.356 -1.092  N52 1.455, H67 1.099, H68 1.085, H69 1.093
55 N -4.252 -2.843 -2.297  P48 1.715, C56 1.489, C57 1.479
56 C -5.243 -1.754 -2.070  N55 1.489, H70 1.094, H71 1.089, H72 1.086
57 C -5.026 -4.103 -2.252  N55 1.479, H73 1.093, H74 1.088, H75 1.089
58 H -2.414 -4.338 -3.838  C50 1.098
59 H -1.123 -5.309 -3.138  C50 1.090
60 H -0.860 -3.617 -3.378  C50 1.089
61 H -3.260 -5.728 -0.974  C51 1.097
62 H -2.056 -5.083 0.138  C51 1.090
63 H -1.549 -6.084 -1.211  C51 1.089
64 H -0.777 -1.572 -3.320  C53 1.100
65 H -1.859 -0.216 -3.656  C53 1.097
66 H -2.410 -1.842 -3.990  C53 1.089
67 H -0.655 -0.690 -0.857  C54 1.099
68 H -2.207 -0.202 -0.159  C54 1.085
69 H -1.610 0.618 -1.583  C54 1.093
70 H -5.704 -1.824 -1.080  C56 1.094
71 H -6.028 -1.813 -2.822  C56 1.089
72 H -4.772 -0.779 -2.157  C56 1.086
73 H -5.397 -4.338 -1.251  C57 1.093
74 H -4.435 -4.943 -2.611  C57 1.088
75 H -5.879 -4.020 -2.923  C57 1.089